# 1
This record from the Open Molecules 2025 dataset describes a structure of composition C11H19N3O2S at a distorted geometry. The level of theory is ωB97M-V with the def2-TZVPD basis set.

Summary:
* ΔE to the lowest compared entry with this formula, charge and spin: 259.6 kcal per mole

Positions of all 36 atoms, in Å:
C (-0.2653, 0.1059, -6.8383)
C (0.0801, 0.1199, -5.2788)
C (0.8052, -1.2249, -4.7572)
C (1.0144, -1.1975, -3.3910)
C (1.9611, -0.3069, -3.0706)
H (3.0239, -0.3644, -3.6789)
H (1.8097, 1.0039, -3.3894)
C (2.4797, -0.4030, -1.5644)
C (1.3673, 0.1087, -0.7656)
N (0.4937, 1.1531, -1.0297)
N (-0.1748, 1.4016, -0.1510)
C (-0.2015, 0.5745, 0.8306)
N (-1.3483, 0.7541, 1.9408)
C (-0.9598, 0.0529, 3.1415)
O (-0.2578, -0.9385, 3.2332)
O (-1.9765, 0.4979, 3.9000)
C (-2.1483, -0.2825, 5.1878)
C (-3.1839, 0.1986, 5.9923)
H (-3.0036, 1.0838, 6.3793)
H (-3.1044, -0.3403, 6.9645)
H (-4.1146, -0.1385, 5.4636)
H (-1.9317, -1.3167, 4.8773)
H (-0.9221, -0.1916, 5.7337)
H (-1.7633, 1.6733, 1.8740)
S (1.1037, -0.7427, 0.9137)
H (3.3555, 0.3293, -1.2401)
H (2.5480, -1.2596, -1.2944)
H (1.4967, -2.2594, -3.0559)
H (0.1705, -0.8124, -2.9730)
H (0.0636, -1.9298, -5.1297)
H (1.7846, -1.4369, -5.4472)
H (-0.7951, 0.2149, -4.8576)
H (0.8653, 0.9539, -5.2575)
H (0.4781, -0.1740, -7.5699)
H (-0.7723, 0.9738, -7.2738)
H (-0.8085, -0.7899, -6.9422)

Forces on atoms 1 to 2 (eV/Å):
C 0.481 -0.741 0.859
C 7.435 0.031 -4.901

Formally, the natural (NBO) partial charges of the atoms, in units of the elementary charge, are as follows: C -0.622; C -0.375; C -0.356; C -0.521; C -0.331; H 0.201; H 0.228; C -0.451; C 0.103; N -0.240; N -0.283; C 0.205; N -0.646; C 0.902; O -0.615; O -0.526; C -0.060; C -0.669; H 0.233; H 0.237; H 0.230; H 0.225; H 0.151; H 0.427; S 0.305; H 0.230; H 0.183; H 0.200; H 0.236; H 0.203; H 0.192; H 0.189; H 0.202; H 0.205; H 0.213; H 0.193

# 2
This record from the Open Molecules 2025 dataset describes a structure of composition C4H5N3 at a distorted geometry. The level of theory is ωB97M-V with the def2-TZVPD basis set.

Summary:
* ΔE to the lowest compared entry with this formula, charge and spin: 96.2 kcal per mole

Positions of all 12 atoms, in Å:
C (0.5368, -1.3078, 0.9816)
C (-0.0894, -0.2505, 0.1379)
C (0.3836, 1.1483, 0.1098)
C (-0.5992, 1.1356, -1.1162)
N (0.1518, -2.5409, 0.8845)
N (-0.5423, -3.3535, 0.4606)
N (-0.9508, -0.2085, -0.8569)
H (1.2377, -0.9538, 1.6996)
H (0.1429, 1.8651, 0.8698)
H (1.3982, 1.2428, -0.1657)
H (-1.4327, 1.8832, -0.9206)
H (-0.2366, 1.3400, -2.0843)

Forces on atoms 1 to 2 (eV/Å):
C -0.655 1.716 -0.610
C -0.304 -1.507 -0.122

Formally, the natural (NBO) partial charges of the atoms, in units of the elementary charge, are as follows: C -0.299; C 0.245; C -0.487; C -0.209; N 0.058; N 0.069; N -0.418; H 0.233; H 0.223; H 0.215; H 0.174; H 0.196

# 3
This record from the Open Molecules 2025 dataset describes a structure of composition C20H45BN3O16PSSi2 at a distorted geometry. The level of theory is ωB97M-V with the def2-TZVPD basis set.

Positions of all 89 atoms, in Å:
C (3.1999, -6.0505, 1.1856)
C (2.3955, -4.9661, 0.3287)
O (2.6674, -3.5857, 0.6751)
Si (2.3738, -3.2382, 2.3442)
O (2.3184, -1.5467, 2.7228)
Si (1.6825, -0.5844, 1.4317)
C (2.1862, 1.2502, 1.8239)
C (3.1311, 1.8997, 0.6945)
S (4.2752, 3.1489, 1.5228)
C (5.2449, 2.0851, 2.6878)
N (6.3541, 1.2498, 2.3843)
N (6.6444, 0.6880, 3.5961)
C (5.7769, 1.1538, 4.6129)
O (4.8389, 2.0530, 4.0384)
P (-0.5577, -0.5652, 1.4503)
N (-1.0687, 0.1241, 0.0674)
B (0.7936, -4.0909, 3.1135)
O (0.2209, -5.3577, 2.7198)
C (0.0645, -3.3124, 4.3563)
C (-1.5277, -3.5232, 4.4086)
H (4.3065, -5.7914, 1.3431)
H (2.6761, -6.3534, 2.1643)
H (3.2091, -7.0149, 0.5500)
H (2.7487, -5.0954, -0.7623)
H (1.2707, -5.2220, 0.2973)
H (3.5373, -3.7807, 3.0897)
H (2.2324, -0.9847, 0.1377)
H (2.6351, 1.2660, 2.8724)
H (1.2412, 1.9142, 1.8686)
H (3.7634, 1.0525, 0.2465)
H (2.5138, 2.4005, -0.1338)
H (5.7519, 0.8724, 5.7075)
H (-1.0728, -1.8862, 1.6565)
H (-1.0358, 0.2533, 2.5505)
H (-0.2309, 0.3708, -0.4999)
H (-0.5030, -5.2513, 2.0662)
H (0.5205, -3.6988, 5.3477)
H (0.2809, -2.1927, 4.3267)
H (-1.8668, -4.5993, 4.2746)
H (-1.9790, -2.8954, 3.5648)
H (-1.8855, -3.0787, 5.4079)
C (4.3212, -6.6760, -5.3408)
O (5.2563, -5.5991, -5.3285)
C (5.4180, -5.0244, -4.1260)
O (4.8548, -5.3411, -3.1075)
O (6.3161, -4.0356, -4.2551)
C (6.5884, -3.3313, -3.0443)
H (4.2719, -7.0622, -6.3591)
H (4.6519, -7.4812, -4.6812)
H (3.3269, -6.3264, -5.0549)
H (7.0091, -4.0036, -2.2936)
H (5.6841, -2.8490, -2.6672)
H (7.3246, -2.5587, -3.2672)
C (-1.5823, 2.4269, -1.6556)
O (-2.4777, 3.5300, -1.5000)
C (-2.0933, 4.6465, -2.1373)
O (-1.0939, 4.7773, -2.7993)
O (-3.0182, 5.5947, -1.9090)
C (-2.7385, 6.8476, -2.5310)
H (-1.9912, 1.5810, -1.1003)
H (-1.5012, 2.1424, -2.7076)
H (-0.5998, 2.6677, -1.2432)
H (-2.7026, 6.7395, -3.6174)
H (-1.8028, 7.2650, -2.1535)
H (-3.5486, 7.5327, -2.2788)
C (-3.3167, 1.6295, 2.6059)
O (-3.7498, 1.1175, 3.8661)
C (-4.2037, 2.0543, 4.7147)
O (-4.2668, 3.2378, 4.4953)
O (-4.5750, 1.4413, 5.8504)
C (-5.0820, 2.3225, 6.8511)
H (-2.9731, 0.7891, 2.0040)
H (-4.1430, 2.1131, 2.0812)
H (-2.4834, 2.3237, 2.7378)
H (-5.9790, 2.8340, 6.4957)
H (-4.3194, 3.0441, 7.1515)
H (-5.3492, 1.7205, 7.7201)
C (-6.0855, 4.0205, -8.4019)
O (-5.4777, 3.5929, -7.1847)
C (-5.7141, 4.4008, -6.1381)
O (-6.3720, 5.4115, -6.1579)
O (-5.0901, 3.8866, -5.0669)
C (-5.2562, 4.6484, -3.8713)
H (-5.8282, 3.2958, -9.1748)
H (-7.1726, 4.0476, -8.3013)
H (-5.7011, 4.9976, -8.7022)
H (-6.3104, 4.6999, -3.5906)
H (-4.8391, 5.6499, -3.9921)
H (-4.7125, 4.1426, -3.0740)

Forces on atoms 1 to 2 (eV/Å):
C -0.269 -0.900 -0.453
C 0.505 -1.331 -1.367

Formally, the Löwdin partial charges of the atoms, in units of the elementary charge, are as follows: C -0.112; C -0.303; O -0.306; Si 0.532; O -0.393; Si 0.471; C -0.349; C -0.502; S 0.870; C -0.556; N 0.031; N -0.023; C -0.077; O -0.054; P 0.628; N -0.366; B -0.435; O 0.005; C -0.208; C -0.129; H 0.091; H 0.075; H 0.088; H 0.123; H 0.117; H 0.023; H 0.011; H 0.067; H 0.083; H 0.072; H 0.092; H 0.139; H -0.030; H -0.013; H -0.042; H 0.111; H 0.123; H 0.083; H 0.076; H 0.054; H 0.085; C -0.048; O 0.000; C -0.602; O 0.114; O 0.001; C -0.044; H 0.094; H 0.098; H 0.098; H 0.099; H 0.098; H 0.094; C -0.067; O -0.005; C -0.610; O 0.125; O -0.029; C -0.053; H 0.042; H 0.104; H 0.086; H 0.096; H 0.099; H 0.097; C -0.064; O -0.007; C -0.602; O 0.126; O -0.003; C -0.047; H 0.044; H 0.106; H 0.101; H 0.099; H 0.098; H 0.093; C -0.049; O -0.002; C -0.600; O 0.122; O 0.009; C -0.029; H 0.093; H 0.098; H 0.098; H 0.105; H 0.088; H 0.086

# 4
This record from the Open Molecules 2025 dataset describes an isolated molecule of C15H14N4O6. The level of theory is ωB97M-V with the def2-TZVPD basis set.

Summary:
* SMILES: COc1cc(O)c(/C=N/NC(=O)c2ccncc2)c(OC)c1[N+](=O)[O-]

Positions of all 39 atoms, in Å:
C (-5.3470, -1.5734, -0.5369)
O (-4.4899, -0.4874, -0.2623)
C (-3.1759, -0.7157, -0.1009)
C (-2.5647, -1.9469, -0.2383)
C (-1.1841, -2.0657, -0.0936)
O (-0.6468, -3.2725, -0.2557)
C (-0.4022, -0.9408, 0.2273)
C (1.0180, -1.0385, 0.4409)
N (1.6657, -2.1188, 0.1973)
N (3.0132, -2.2051, 0.3535)
C (4.0143, -1.2704, 0.3233)
O (5.1492, -1.6056, 0.5881)
C (3.6617, 0.1153, -0.1083)
C (3.0699, 0.3594, -1.3452)
C (2.7952, 1.6735, -1.6886)
N (3.0698, 2.7039, -0.9080)
C (3.6605, 2.4703, 0.2505)
C (3.9891, 1.2003, 0.6984)
C (-1.0157, 0.3358, 0.3505)
O (-0.1637, 1.3231, 0.6718)
C (-0.5725, 2.6500, 0.9389)
C (-2.3934, 0.4319, 0.1748)
N (-3.1372, 1.6761, 0.1934)
O (-3.9709, 1.8181, 1.0551)
O (-2.8886, 2.4797, -0.6793)
H (-6.3452, -1.1441, -0.5948)
H (-5.3143, -2.3164, 0.2640)
H (-5.0949, -2.0456, -1.4904)
H (-3.1199, -2.8381, -0.4731)
H (0.3299, -3.1976, -0.1478)
H (1.4978, -0.1370, 0.8081)
H (3.3303, -3.1604, 0.4853)
H (2.8251, -0.4517, -2.0142)
H (2.3272, 1.9141, -2.6338)
H (3.8810, 3.3449, 0.8484)
H (4.4734, 1.0456, 1.6498)
H (0.3226, 3.1471, 1.3107)
H (-1.3503, 2.6852, 1.7064)
H (-0.9166, 3.1575, 0.0344)

Forces on atoms 1 to 2 (eV/Å):
C -0.184 -0.240 -0.093
O 0.354 0.178 0.060

Formally, the natural (NBO) partial charges of the atoms, in units of the elementary charge, are as follows: C -0.253; O -0.475; C 0.392; C -0.426; C 0.495; O -0.674; C -0.316; C 0.089; N -0.326; N -0.441; C 0.636; O -0.570; C -0.106; C -0.241; C 0.044; N -0.408; C 0.038; C -0.225; C 0.466; O -0.501; C -0.262; C -0.151; N 0.535; O -0.349; O -0.378; H 0.210; H 0.185; H 0.183; H 0.238; H 0.511; H 0.212; H 0.407; H 0.230; H 0.199; H 0.197; H 0.233; H 0.203; H 0.184; H 0.212

DFT total energy? In order: -1143.0941, -319.5589, -3500.5241, -1250.3227 Eh.
HOMO? In order: -8.29, -8.56, -9.17, -8.54 eV.